DFT (ωB97M-V/def2-TZVPD) results for a cluster of 3 separate species, C2H9NO3 in total.

Calculated values
ΔE to the lowest compared entry with this formula, charge and spin: 28.2 kcal per mole
Calculated total energy: -362.0699 hartree
SMILES: CC(N)=O.O.O
2S+1: 1
HOMO: -10.707 eV
Kohn-Sham gap: 11.218 eV

The geometry in XYZ format:
```
15
Properties=species:S:1:pos:R:3:forces:R:3:lowdin_charge:R:1
C 1.09294 0.92277 0.70341 -1.9 0.1 0.9 0.006
C -0.21350 0.06451 0.51534 0.9 1.2 1.4 -0.530
N -1.25530 0.46984 1.35887 -1.5 0.6 -1.2 0.118
O -0.33534 -0.88282 -0.22702 0.4 0.2 0.1 0.053
H 0.98524 1.78837 0.09292 0.2 0.4 -1.5 0.068
H 1.98626 0.37357 0.55741 0.7 -0.5 -0.5 0.052
H 1.16430 1.48639 1.64552 -0.3 -1.0 0.4 0.080
H -2.18157 0.16076 0.98436 1.0 0.0 0.8 0.095
H -1.36437 1.48040 1.54634 0.7 -0.8 0.0 0.114
H -2.22548 -0.27479 -0.66356 -0.8 -0.5 -1.3 -0.014
H -3.07319 -1.51108 -0.77635 -0.1 1.1 -0.8 0.064
O -3.03880 -0.58651 -1.13851 0.8 -0.9 1.6 -0.098
H 2.98826 -0.35101 -1.57384 -0.9 -0.1 0.2 0.023
H 2.38399 -1.84341 -1.39659 -2.3 -0.5 0.7 -0.005
O 3.08657 -1.29698 -1.62829 3.2 0.6 -1.0 -0.026
```
Forces are in eV/Å.

---

DFT (ωB97M-V/def2-TZVPD) results for a structure of composition C44H55BBr4MoN7O3SSe.

Calculated values
ΔE to the lowest compared entry with this formula, charge and spin: 14.7 kcal per mole
Calculated total energy: -15507.6211 hartree
Net charge: -2
2S+1: 4
HOMO (alpha / beta): -1.657 / -1.657 eV
Kohn-Sham gap (alpha / beta): 5.415 / 5.413 eV

The geometry in XYZ format:
```
117
Properties=species:S:1:pos:R:3:forces:R:3:mulliken_spin:R:1
Mo 1.01340 0.07322 -0.83255 -0.2 0.3 0.5 2.704
C -1.26553 5.12444 0.35717 0.0 0.0 0.0 0.000
C -0.92909 3.73054 0.77227 0.0 0.0 0.0 0.016
C -1.31326 3.06490 1.90844 0.0 0.0 0.0 0.008
C -0.74172 1.78306 1.81358 0.0 0.1 0.0 0.032
N -0.04291 1.68697 0.67984 -0.1 0.0 -0.1 -0.042
N -0.17143 2.89307 0.04533 0.1 0.0 0.0 0.037
B 0.44405 3.20810 -1.32784 0.0 0.0 -0.1 -0.119
N -0.31628 2.31407 -2.36617 0.0 -0.1 0.0 0.011
N -0.68423 1.04574 -2.01549 0.1 -0.1 -0.1 0.059
C -1.59751 0.63560 -2.89792 0.1 0.0 0.0 0.041
C -1.79429 1.64154 -3.85349 -0.1 0.0 0.0 -0.001
C -0.97906 2.68694 -3.47294 0.0 0.0 0.0 0.013
C -0.84761 4.02017 -4.12953 0.0 0.0 0.0 0.000
C -2.45134 -0.60635 -2.76124 0.0 0.0 0.0 -0.052
C -2.84659 -1.11052 -4.15332 0.0 0.0 0.0 0.004
C -3.71762 -0.17620 -1.99923 0.0 0.0 0.0 0.003
C -1.79269 -1.74645 -1.99829 0.0 0.0 0.0 0.014
N 1.97659 3.05509 -1.24731 0.0 0.1 0.1 -0.061
N 2.55160 2.55115 -0.12010 0.0 0.0 -0.1 0.060
C 3.84046 2.83762 -0.19214 -0.1 -0.1 0.0 0.008
C 4.12055 3.53207 -1.38559 0.1 0.0 0.0 0.003
C 2.90667 3.65554 -2.01966 -0.1 0.0 0.0 0.009
C 2.56991 4.32567 -3.30593 0.0 0.0 0.0 -0.003
C 4.77006 2.56325 0.96637 0.0 0.0 0.0 -0.004
C 6.12998 2.07850 0.45628 0.0 0.0 0.0 0.001
C 4.96721 3.88498 1.72606 0.0 0.0 0.0 0.000
C 4.16828 1.52639 1.91287 0.0 0.0 0.0 -0.018
C -0.94391 0.71985 2.86940 0.0 0.0 0.0 -0.003
C 0.04669 -0.42135 2.74853 0.0 0.0 0.1 0.018
C -0.77525 1.36314 4.25411 0.0 0.0 0.0 0.001
C -2.37115 0.16338 2.74429 0.0 0.0 0.0 0.014
H -1.92418 5.56718 1.10429 0.0 0.0 0.0 0.000
H -0.37148 5.74365 0.27001 0.0 0.0 0.0 0.000
H -1.77386 5.14378 -0.60792 0.0 0.0 0.0 0.000
H -1.93180 3.45205 2.70089 0.0 0.0 0.0 0.000
H 0.18262 4.34706 -1.61790 0.0 0.0 0.0 0.001
H -2.46774 1.63203 -4.69422 0.0 0.0 0.0 0.000
H -1.57733 4.09123 -4.93609 0.0 0.0 0.0 0.000
H -1.02429 4.83410 -3.42505 0.0 0.0 0.0 0.000
H 0.14400 4.16158 -4.55604 0.0 0.0 0.0 0.000
H -3.47640 -0.39243 -4.68472 0.0 0.0 0.0 0.001
H -1.95918 -1.31025 -4.75826 0.0 0.0 0.0 0.000
H -3.40890 -2.04178 -4.05391 0.0 0.0 0.0 -0.001
H -4.22024 0.65186 -2.50567 0.0 0.0 0.0 0.000
H -4.41035 -1.01830 -1.92064 0.0 0.0 0.0 0.000
H -3.45940 0.14472 -0.98740 0.0 0.0 0.0 -0.002
H -0.98062 -2.20248 -2.56121 0.0 0.0 0.0 -0.014
H -1.40398 -1.43295 -1.02960 0.0 0.0 0.0 0.058
H -2.53297 -2.51796 -1.77518 0.0 0.0 0.0 0.000
H 5.07077 3.89409 -1.74696 0.0 0.0 0.0 0.000
H 3.46944 4.75492 -3.74730 0.0 0.0 0.0 0.000
H 2.14855 3.60995 -4.01180 0.0 0.0 0.0 0.000
H 1.84265 5.12684 -3.15132 0.0 0.0 0.0 0.000
H 6.61317 2.84232 -0.16057 0.0 0.0 0.0 0.000
H 6.78893 1.86673 1.30415 0.0 0.0 0.0 0.000
H 6.01991 1.16721 -0.13097 0.0 0.0 0.0 0.000
H 5.37502 4.65644 1.06712 0.0 0.0 0.0 0.000
H 4.01315 4.24284 2.12012 0.0 0.0 0.0 0.000
H 5.65882 3.74373 2.56288 0.0 0.0 0.0 0.000
H 3.97721 0.59203 1.38651 0.0 0.0 0.0 -0.004
H 4.86200 1.34088 2.73949 0.0 0.0 0.0 0.001
H 3.21717 1.87479 2.32080 0.0 0.0 0.0 -0.001
H 1.07790 -0.08180 2.86075 0.0 0.0 0.0 0.004
H -0.17860 -1.17906 3.50338 0.0 0.0 0.0 -0.003
H -0.05970 -0.92203 1.79232 0.0 0.0 0.0 0.022
H 0.19851 1.85102 4.34062 0.0 0.0 0.0 0.000
H -1.55142 2.10336 4.46188 0.0 0.0 0.0 0.000
H -0.84247 0.58509 5.01845 0.0 0.0 0.0 0.000
H -2.46431 -0.44145 1.84018 0.0 0.0 0.0 -0.005
H -2.59657 -0.49416 3.58857 0.0 0.0 0.0 0.000
H -3.10821 0.97045 2.71876 0.0 0.0 0.0 0.001
O 2.07047 -0.80750 0.66494 0.3 0.2 -0.3 0.074
N 2.62779 -2.03314 0.52502 -0.2 -0.1 0.1 0.021
C 1.95408 -3.03813 1.12616 0.0 0.0 -0.1 0.005
C 2.40876 -4.32106 1.08295 0.0 0.0 0.0 0.003
C 3.59446 -4.56996 0.37531 0.0 0.0 0.0 0.002
C 4.24530 -3.54444 -0.24678 0.0 0.0 0.0 0.003
C 3.77441 -2.20192 -0.20835 -0.1 0.0 0.1 -0.002
S 4.52360 -0.92985 -1.00657 0.0 0.1 -0.1 -0.004
H 1.02308 -2.75491 1.59855 0.0 0.0 0.0 -0.003
H 1.82492 -5.09952 1.55185 0.0 0.0 0.0 0.000
H 3.98306 -5.57903 0.29909 0.0 0.0 0.0 0.000
H 5.14344 -3.71088 -0.82302 0.0 0.0 0.0 -0.001
Br 3.28354 -1.47717 -7.27957 0.0 0.0 0.0 0.000
C 2.63819 -1.61103 -5.50270 0.0 -0.1 0.0 0.004
C 2.32680 -2.84834 -4.96154 0.0 0.0 0.0 0.003
Br 2.55309 -4.43552 -5.96787 0.0 0.0 0.0 0.000
C 1.82833 -2.93013 -3.65237 0.0 0.1 0.0 0.010
Br 1.34470 -4.55611 -2.82921 0.0 0.0 0.0 0.001
C 1.65523 -1.78014 -2.89988 0.0 0.0 0.1 -0.028
O 1.16940 -1.75993 -1.67766 0.0 -0.1 -0.2 -0.048
C 2.00548 -0.51481 -3.43313 -0.1 0.0 0.0 0.084
O 1.83336 0.51358 -2.62790 0.2 0.0 -0.2 0.062
C 2.46553 -0.44553 -4.73810 0.0 0.0 0.0 -0.004
Br 2.85211 1.26916 -5.42547 0.0 0.0 0.0 0.002
C -6.63308 -3.52994 5.21996 0.0 0.0 0.0 0.000
C -5.43179 -3.51921 4.31005 0.0 0.0 0.0 0.000
C -5.51094 -3.03838 3.01062 0.0 0.0 0.0 0.000
C -4.41294 -3.02787 2.15326 0.0 0.0 0.0 0.002
C -4.58255 -2.50443 0.75633 0.0 0.0 0.0 -0.002
C -3.16442 -3.51938 2.58919 0.0 0.1 0.0 -0.002
Se -1.65292 -3.50615 1.44078 0.0 -0.2 -0.1 0.005
C -3.07931 -4.00377 3.91434 0.0 0.0 0.0 0.000
C -1.77622 -4.52549 4.44858 0.0 0.0 0.0 0.001
C -4.19851 -3.99779 4.73873 0.0 0.0 0.0 0.000
H -7.48563 -3.04279 4.74291 0.0 0.0 0.0 0.000
H -6.43455 -3.00490 6.15886 0.0 0.0 0.0 0.000
H -6.93830 -4.54856 5.47908 0.0 0.0 0.0 0.000
H -6.46053 -2.65122 2.64692 0.0 0.0 0.0 0.000
H -5.56108 -2.03259 0.62935 0.0 0.0 0.0 0.000
H -4.47592 -3.31200 0.02537 0.0 0.0 0.0 0.000
H -3.79664 -1.78973 0.51147 0.0 0.0 0.0 0.000
H -1.01290 -3.74296 4.43822 0.0 0.0 0.0 0.000
H -1.38657 -5.31799 3.80579 0.0 0.0 0.0 0.000
H -1.89519 -4.90208 5.46847 0.0 0.0 0.0 0.000
H -4.09892 -4.37790 5.75371 0.0 0.0 0.0 0.000
```
Forces are in eV/Å.